# 1
ORCA calculation (ωB97M-V with the def2-TZVPD basis set) on a structure of composition C4H4NO in a non-equilibrium geometry.

Structure (ORCA input):
```
! RIJCOSX wB97M-V def2-TZVPD def2/J DEFGRID3
* xyz 1 1
H -0.7487 -2.0854 0.5128
C -0.4577 -1.1591 -0.1665
H 2.7017 0.3963 0.4179
H -0.8120 -1.2885 -1.1684
C 1.5793 0.3073 0.2933
O -1.3483 0.0101 0.2113
C 0.5691 1.1101 -0.2145
N 0.8489 -0.7412 -0.0669
H -1.5760 2.3296 0.1483
C -0.7563 1.1208 0.0327
*
```

As for the orbital gap (alpha / beta): 8.31 / 8.31 eV. As for the largest force on an atom: 5.055 eV/Å. For the HOMO energy (alpha / beta), the calculation gives -14.741 / -14.740 eV.

Charges computed using Mulliken, reported in e:
1 H 0.28
2 C -0.21
3 H 0.35
4 H 0.31
5 C 0.10
6 O -0.26
7 C -0.11
8 N -0.11
9 H 0.43
10 C 0.22

***

# 2
ORCA calculation (ωB97M-V with the def2-TZVPD basis set) on a cluster of 2 separate species, C4H4NO4S2 in total in a non-equilibrium geometry.

Structure (ORCA input):
```
! RIJCOSX wB97M-V def2-TZVPD def2/J DEFGRID3
* xyz -1 1
C 0.3496 2.0651 -0.4771
O 4.8697 -0.7608 -2.1977
H 0.5979 3.0334 0.0201
O 4.2380 0.5242 1.4558
C 4.4780 -0.4064 -1.1805
N 1.7259 1.7130 -1.0851
H 0.4756 1.6370 1.5894
C 0.1267 1.0758 0.6736
S 5.1794 0.1419 0.4543
C 2.2023 0.5973 -0.8603
O 5.7708 1.2149 -0.3849
H -0.3724 2.0933 -1.3004
S 1.1692 -0.4585 0.2986
O 6.0834 -0.9501 0.7569
H -0.8790 0.8174 0.8319
*
```

As for the orbital gap (alpha / beta): 7.21 / 7.20 eV. As for the largest force on an atom: 2.853 eV/Å. For the HOMO energy (alpha / beta), the calculation gives -3.933 / -3.931 eV.

Charges computed using Mulliken, reported in e:
1 C -0.50
2 O -0.31
3 H 0.24
4 O -0.50
5 C 0.43
6 N -0.49
7 H 0.23
8 C -0.52
9 S 1.15
10 C 0.00
11 O -0.60
12 H 0.30
13 S -0.22
14 O -0.61
15 H 0.38

***

# 3
ORCA calculation (ωB97M-V with the def2-TZVPD basis set) on the ion C4H4NO5S with charge +1 in a non-equilibrium geometry.

Structure (ORCA input):
```
! RIJCOSX wB97M-V def2-TZVPD def2/J DEFGRID3
* xyz 1 1
H 0.1403 1.2704 2.4680
O -0.3233 -3.0826 -0.6775
N -1.8079 -0.6787 -0.9217
O -2.8222 -1.1818 -1.2091
C -0.3674 0.9321 -1.5379
H 0.8456 2.0682 -0.2461
S -0.3130 -1.7189 -0.8716
C 0.9546 0.7608 2.0033
O 0.1507 -1.1288 0.5908
O -0.9036 1.2320 -2.4728
H 1.3510 -0.0239 2.7035
H 1.7605 1.4523 1.7939
O 0.4462 -1.0813 -1.9370
C 0.3270 1.0135 -0.3807
C 0.5616 0.1667 0.6948
*
```

As for the orbital gap (alpha / beta): 8.58 / 8.58 eV. As for the largest force on an atom: 5.032 eV/Å. For the HOMO energy (alpha / beta), the calculation gives -15.056 / -15.056 eV.

Charges computed using Mulliken, reported in e:
1 H 0.34
2 O -0.48
3 N 0.24
4 O -0.23
5 C 0.29
6 H 0.31
7 S 1.10
8 C -1.23
9 O -0.31
10 O -0.14
11 H 0.36
12 H 0.42
13 O -0.47
14 C -0.18
15 C 0.98